Entry 1:
The following is a quantum chemistry calculation of a molecular structure, C31H50NNaOP2S4, from OMol25.

Geometry as XYZ:
```
90
Properties=species:S:1:pos:R:3
H -2.63447 -2.48261 -0.36719
C 1.47933 -0.48460 -5.80920
C 0.53622 -2.68047 3.81039
C 1.95871 1.47405 1.78297
H -3.01990 -1.91121 -5.04099
O -0.98065 -0.82993 -1.88480
H -0.45499 3.46273 4.17595
H 0.91301 -5.78638 0.71155
C 2.19506 3.79544 1.15327
C 0.91729 -1.52752 -3.54696
H 4.18308 4.57360 0.99959
S 2.66319 1.09394 -1.81432
H -2.76958 -0.74117 1.59751
C -3.91131 -1.91551 -3.08037
C 1.16374 -2.41381 5.01981
S 2.84437 3.52822 -3.54170
H -0.94711 -3.21097 -4.35117
S -0.79444 -1.01700 -3.37397
H -4.91411 -1.74399 -3.47643
C 4.14531 2.52198 1.66251
H 2.14061 0.23499 -5.32854
C 3.56917 3.72345 1.26721
H -2.89199 3.67666 -0.40718
H 2.36248 -2.22719 -4.91581
H 0.51962 0.02000 -5.90628
P -0.24158 -2.13459 1.14631
C 1.26865 -0.54535 2.83590
C -2.23202 2.93151 -0.86545
C 1.37526 -1.75641 -4.98091
H 1.09059 -4.85335 2.19583
H 1.75924 4.72370 0.81726
H -2.56511 1.94565 -0.53644
H -3.52525 -0.96296 -2.71734
H -2.03519 4.43438 1.74846
H -0.02820 -3.60256 3.70983
H -3.36271 -3.51469 -4.41971
H -0.04557 5.90227 1.32137
H 2.36349 -0.96042 6.05619
C 1.86219 -1.20871 5.12390
C -1.92109 -2.73356 1.65577
N 1.18650 0.32800 1.84132
C 1.96777 2.18335 -2.98358
C -2.67612 -3.23244 0.42660
H -2.35502 2.98804 -1.94909
H 2.58009 -3.12395 1.06152
C -0.34347 4.55289 -1.06616
H -1.85841 4.53415 4.24745
C -2.65887 -1.56820 2.30175
C 0.57222 -3.66173 0.46511
H -0.91645 5.36542 -0.60721
H 1.02343 -2.42411 -2.92771
C 1.36239 2.70772 1.42698
C 0.50309 -4.94630 1.28171
H -0.78105 6.24888 2.89060
H 0.70464 5.29900 2.79430
H -2.11854 -1.18481 3.16755
Na 0.23083 0.20855 -0.43677
H -0.51842 -5.20636 1.56480
H 3.81032 0.47014 2.15966
H -3.99448 -2.57387 -2.21364
H -2.02711 2.85915 3.67398
C -0.76781 3.19402 -0.51795
H -2.25348 -4.15915 0.03301
H 2.09672 -2.40654 -0.46972
C 1.92483 -0.30918 4.08845
C 3.35644 1.42366 1.91897
C -2.99720 -2.52197 -4.13438
H -1.83889 -3.54434 2.39072
H 0.72103 4.73798 -0.93928
C -1.56240 -2.64462 -3.64902
H 1.10614 -3.10893 5.84811
H -0.17715 2.46236 -1.08791
H -0.52080 4.56577 -2.14323
C -1.38191 3.73764 3.66630
C -0.25198 5.48730 2.30530
H -3.72802 -3.41987 0.66498
H -3.65823 -1.87799 2.62275
C 2.02100 -3.30792 0.14132
H 2.51044 -4.12611 -0.39568
H 1.47582 -0.70847 -3.07112
H 5.22435 2.43085 1.72204
P -0.46852 2.73793 1.25837
H 0.73175 -2.49294 -5.48299
S 0.35604 1.87514 -3.54640
H 1.86221 -0.71362 -6.80741
H 2.45286 0.62505 4.22574
H 0.04702 -3.81991 -0.48675
C -1.08057 4.20564 2.24294
H -1.51413 -3.12946 -2.67147
C 0.58569 -1.81342 2.72832
```

Output
LUMO level (eV): 3.573
Total charge: -2
HOMO-LUMO gap (eV): 3.916
Largest force on an atom (eV/A): 0.68

---

Entry 2:
The following is a quantum chemistry calculation of a molecular structure, C31H50P2Ru at a distorted geometry, from OMol25.

Geometry as XYZ:
```
84
Properties=species:S:1:pos:R:3
C 3.52420 0.73084 1.98765
C 1.06301 0.68232 -3.09148
P 0.40288 -1.19981 1.54568
C -4.52226 1.14003 0.48312
H 2.66658 3.87437 1.01793
C 1.17242 -3.58905 -3.32164
H 2.53133 -2.54131 -1.20611
H 4.38957 0.23056 3.90376
C 0.74220 -4.12224 -1.91944
H 2.19983 -3.92308 -3.53097
C -2.46664 1.27095 2.04452
H 1.74713 0.38871 -3.90462
H 4.17716 2.52877 4.80128
C -1.44126 -2.25134 -4.19783
H 1.68603 -0.11960 3.29283
H 3.42108 -1.24699 -0.34125
H -3.22270 4.03963 -0.98224
H -2.87768 -2.63699 -2.59648
C 1.93037 -2.24489 0.92702
C -1.12800 -2.14143 1.85639
H 0.15666 3.60050 -0.62192
C -0.96202 -2.18231 -1.65288
H 0.08744 -0.82494 -4.94007
C -1.69033 0.32606 -2.35655
H -1.43146 -2.07695 2.91416
H 0.07587 -0.62689 3.87200
H -5.21203 1.93350 0.82901
C -1.26069 2.05738 2.06206
H -1.73528 1.26937 -2.89076
H -0.52587 4.74213 0.54741
H -3.58078 1.30824 3.81116
H -4.83087 0.21083 0.97639
H -1.93683 -1.69163 1.26593
H 1.75048 0.84262 -2.22897
H 1.61815 -4.54475 -1.41809
H -0.44900 1.44700 3.93227
C -0.08428 -1.56882 -4.13922
C 0.09744 -3.04135 -1.10248
C -2.32433 2.40960 0.05192
H 0.74908 1.91716 2.71928
H -1.70431 -3.91030 -2.82013
H -2.58375 -0.32323 -2.48172
H 0.06806 -4.97494 -2.07900
H -0.98442 -3.19137 1.58467
C -2.70344 3.08680 -1.21492
H 0.57353 1.62936 -3.29234
C -1.82049 -2.82017 -2.80478
C -0.25018 2.15680 3.12909
H 3.09739 1.00321 -0.76749
C 2.28538 1.36382 -0.10845
C 0.93515 -0.91188 3.25944
H 3.67510 -0.25697 1.52861
H 0.73189 3.60024 1.04654
H -0.16335 3.16982 3.58432
C 3.97224 1.01915 3.26735
H 1.59294 -3.29365 0.93633
C 3.38637 3.33886 2.96302
H -1.62467 -1.86922 -0.80647
H -3.36838 2.47267 -1.83148
C 1.10396 -2.10891 -3.48051
H 2.66162 -2.04135 1.70465
Ru 1.00123 -0.50646 -0.77275
C -3.13102 1.51778 0.80151
C -1.18665 2.73205 0.82268
H 0.53144 -4.07868 -4.06968
H -2.19429 -1.51649 -4.49935
H 3.34788 4.35794 3.34073
H 2.08545 -1.66327 -3.70592
C 2.87102 1.70921 1.21565
H -1.80695 3.34223 -1.79587
C -3.04210 0.56749 3.19824
C 2.45803 -1.77089 -0.42137
P -0.19974 -0.62050 -2.67390
H -1.49476 -3.03374 -4.97430
C -0.15652 3.71104 0.42603
H -3.75462 -0.22411 2.92718
H -1.58912 0.53116 -1.26808
C 2.93807 3.04737 1.68521
H 1.79148 2.23959 -0.54806
C 3.87984 2.31321 3.79204
H 1.37523 -1.82912 3.66960
H -4.69228 1.02364 -0.59991
H -0.14771 -3.47585 -0.09723
H -2.27111 0.11146 3.83205
```

Output
LUMO level (alpha / beta) (eV): -2.043 / -5.736
Total charge: +1
HOMO-LUMO gap (alpha / beta) (eV): 6.328 / 2.994
Largest force on an atom (eV/A): 2.93
Spin multiplicity: 6

---

Entry 3:
The following is a quantum chemistry calculation of 2 unconnected molecules or ions with the total composition C31H51F4N4O6P at a distorted geometry, from OMol25.

Geometry as XYZ:
```
97
Properties=species:S:1:pos:R:3
H -3.85490 4.54247 -1.34575
H -6.71445 -0.67944 -1.47342
O -0.05270 -5.17411 -1.96269
C -0.30041 4.74837 -0.24149
H 0.55206 -0.41250 -4.22408
H -2.15617 -2.46742 2.44048
C 7.89219 2.42032 2.03972
H 8.27519 3.49806 -0.46159
H -2.15919 0.38679 -1.22968
H 4.30631 -2.90256 1.63213
H -5.39857 -1.89342 1.71360
H 7.60111 1.87736 -0.66917
H 0.39892 -6.06115 -1.97038
H -5.41718 0.98955 0.66143
C 7.35776 2.90220 -0.36376
H 2.30128 -0.41292 2.51533
C -1.69792 -0.48131 -0.64051
C -2.98493 -1.45601 -0.42025
H -1.80319 0.82230 -3.29621
F 1.81603 0.25193 -1.03682
H 1.99152 4.95825 -0.39663
H -2.25744 -2.57948 4.28276
H -1.75014 0.20196 -5.06078
O -3.66603 -1.06669 0.83244
C -0.49705 -1.29640 3.53630
C 1.06623 5.65068 -0.23498
H -5.39956 -2.01215 -0.13982
C -3.80716 0.36350 -4.15372
H 6.63092 3.30331 -1.07940
H -3.69481 2.09174 -0.07366
H 1.38548 -3.03301 3.54308
H -1.97101 -2.11756 -4.59356
N 0.38804 -1.55662 -0.30303
H -3.13582 -1.84012 -3.20153
H 8.81518 3.01140 1.96630
C 1.30353 -0.09022 -3.41360
N 5.06717 -0.86400 2.08508
C -2.09493 -1.49924 -3.60830
C -0.41221 -0.98159 -1.47901
C -7.08173 -0.02856 -0.59640
H -2.80953 -0.96943 3.39125
C 1.14331 -2.75042 -0.71411
C -1.45544 2.32070 0.59400
H -3.74937 -1.16739 -1.25665
F 2.47712 -0.96317 -3.39749
H 3.55114 -0.67090 4.27493
C -2.78774 2.79136 -0.11466
H -1.82675 -4.63795 0.16715
O 3.22424 -1.57830 4.01592
H -0.09587 -2.42264 -3.22396
F 0.13704 1.50161 -1.95868
H -2.73669 -2.58015 -0.40232
O 5.74703 2.18436 1.16010
C -1.63797 5.20069 -0.94206
C -0.10175 -1.29245 1.02946
H 1.62841 -3.41793 1.78622
F 1.82067 1.20525 -3.86599
H -8.14439 -0.31401 -0.24831
C 1.44492 -2.53852 2.48321
H 7.55661 2.46898 3.08200
C -2.05070 -1.83334 3.41536
H 1.53619 -2.72527 -1.81469
H -7.14109 1.07558 -0.97299
C 6.82256 2.97203 1.07878
H -1.42272 -2.95114 -2.07823
H 0.76289 3.08055 1.02891
H -6.10692 0.81805 -3.43947
C 2.70889 -1.50321 2.63000
C -2.20880 0.03303 -4.01624
C -1.19089 0.99969 1.41572
C 3.94692 -1.81099 1.65672
O -0.99281 -4.41730 0.65261
C -2.86714 4.20623 -0.86630
H -0.15527 1.10091 1.95036
O 1.39626 -5.42687 0.20569
H 3.66039 -1.43693 0.58267
C -0.24069 3.37010 0.50935
C -5.09697 -1.32995 0.73781
H -0.08442 -1.78849 4.48147
H 2.14178 -2.75736 -0.10122
H 4.53660 -0.02744 2.43188
C -5.10550 0.59470 -3.98443
H -0.44958 -0.14968 3.73167
C 0.67443 0.16888 -1.95245
C -0.98293 -1.99487 -2.58965
H 1.03598 6.50459 -1.00353
P 0.35707 -4.44555 -0.43724
H -1.64125 6.23207 -1.45426
H 5.48557 -0.50167 1.19301
H 6.73051 4.04788 1.31494
H 1.18556 6.04597 0.85806
H -6.67759 0.02460 1.61071
N -1.22272 -0.32154 0.75386
N 0.24586 -1.68840 2.26380
H 8.15445 1.37874 1.81855
C -6.00965 0.00619 0.65228
H -1.96068 0.96678 2.29805
```

Output
LUMO level (eV): -1.034
Total charge: 0
HOMO-LUMO gap (eV): 3.342
Largest force on an atom (eV/A): 7.34

---

Entry 4:
The following is a quantum chemistry calculation of a molecular structure, C31H51N11Ti, from OMol25.

Geometry as XYZ:
```
94
Properties=species:S:1:pos:R:3
C 3.68054 1.60222 2.29555
C -1.53173 3.21815 -1.60687
H 0.67728 -1.68531 -2.94505
H 3.00626 -2.72440 1.17790
C -3.88489 -1.11933 -1.15641
H -2.36039 0.69635 0.34007
C 2.79876 0.23726 -1.45764
H 1.29473 4.60203 2.79800
H -1.52199 4.06939 -0.92982
H 3.30124 -0.65231 -3.34101
H 2.49334 3.61036 3.61535
H 0.04143 2.87625 -3.79215
H 1.54206 1.09037 4.79812
N -0.17467 2.63988 -1.68509
C -0.86874 3.26480 1.63482
H -1.55844 0.11695 3.12829
H 5.10289 -0.41793 -0.00487
H -0.90943 3.60825 2.66917
H 4.35951 0.67168 -2.85509
H 2.83174 -2.69280 3.84322
C 4.33783 0.13524 0.52362
N 2.08349 0.97475 0.62209
H -2.98617 3.09124 1.21746
C 0.61465 -0.89337 2.40681
C -2.47306 2.14572 -1.09448
H 5.60236 0.63149 2.18869
N 0.47492 -0.15609 3.52276
H -4.14743 -3.01826 -2.76381
H -3.39463 -0.48648 -0.43012
C -1.78880 -4.01160 1.53045
H 0.68539 -0.98179 -4.58322
C 3.09580 0.33445 -0.06416
N -1.15619 -0.90646 -3.59070
H 1.24063 -0.51463 5.46464
C 2.42564 1.70877 1.72545
N -0.96212 -0.96884 -1.26862
C -1.25476 -2.79553 1.92199
H 1.56116 0.76640 -3.89243
H -1.08274 -2.60321 2.97648
H -1.18666 0.33522 -5.26103
H -0.73567 1.56065 3.76267
C 4.62558 0.74073 1.73948
H -0.06103 -2.55027 -4.31639
N -1.91967 1.58633 0.15121
Ti 0.25167 0.91430 -0.14377
H 0.78761 3.43697 4.01154
C 1.79297 -2.76168 3.51851
N 1.52276 -1.89408 2.37218
H -2.97062 -2.59359 -4.00065
C -1.84396 -0.38068 -4.76263
H 3.93403 2.19597 3.16290
C 1.35771 2.57901 2.11372
H 1.38562 -3.40705 0.91056
C 0.11442 -1.56865 -3.86668
H -0.82593 4.16552 1.01684
C -3.70135 -2.18572 -3.31163
H -2.31270 1.78659 2.18755
C -1.22068 -2.01990 -0.35603
C 0.09356 2.09473 -3.02931
H -1.86458 3.59068 -2.57834
H 1.59047 -3.79098 3.21788
H 1.13704 -2.52479 4.34768
C 1.45422 1.42774 -3.03318
H -4.07404 -2.08099 -0.67413
H -4.48756 -1.68081 -3.87369
C -1.72721 -1.04851 -2.36591
H 0.51099 3.36159 -1.48769
N -0.21555 -0.64609 1.36301
C 3.79408 -0.18851 -2.48667
H 1.78536 -1.79802 0.28887
N 0.29745 2.43543 1.36297
C 1.49212 3.60497 3.19425
H -2.33579 -5.23023 -0.15156
H -2.04148 -4.75775 2.27151
H -2.09018 -1.15895 -5.48698
H 4.50699 -0.90134 -2.07822
H -3.47918 2.54699 -0.94517
C 1.94356 -2.48885 1.11049
H -1.09909 0.20624 4.84050
H -1.82263 -3.49322 -1.80285
H -2.75721 0.12932 -4.46875
H -2.54617 1.33705 -1.82389
C 1.49123 0.02831 4.55214
H 2.46224 -0.29035 4.19141
H -0.68218 1.36263 -3.23483
N 1.63118 0.76783 -1.74826
C -1.68968 -3.27792 -0.74888
H -4.83704 -0.67049 -1.44208
H 2.23409 2.19150 -3.13346
C -2.11494 2.44383 1.34129
C -0.80440 0.47304 3.82432
C -1.97134 -4.26712 0.17969
N -3.06705 -1.28821 -2.34365
C -0.90685 -1.82210 0.98379
```

Output
LUMO level (alpha / beta) (eV): -5.408 / -5.407
Total charge: +2
HOMO-LUMO gap (alpha / beta) (eV): 6.072 / 6.074
Largest force on an atom (eV/A): 0.63

---

Entry 5:
The following is a quantum chemistry calculation of 5 unconnected molecules or ions with the total composition C31H52ClINO9S4 at a distorted geometry, from OMol25.

Geometry as XYZ:
```
99
Properties=species:S:1:pos:R:3
H -11.26290 4.71928 2.29203
C 1.03132 -1.44826 -3.65923
S -6.20544 -0.20044 -2.68589
O 2.00042 -4.09001 -3.47107
C 5.29418 -0.88128 4.21177
C -0.10575 -1.01259 -2.76407
H 1.35184 -5.00460 4.96311
C -10.27869 5.18940 2.37667
H -7.80891 1.15743 -3.75829
H -9.59233 3.55705 3.65699
S 3.03995 -3.66086 3.94881
H -5.61289 3.04894 -1.26554
O -7.55784 4.83069 0.06438
H -0.54479 0.12267 -0.80467
H -4.29785 1.22579 -2.82951
C 1.47915 -3.76805 -4.82123
C 5.44309 2.22655 -0.89322
H 5.92682 0.43177 0.44718
H -10.36229 5.99340 3.10976
H 1.10508 -1.79810 -5.89457
C -9.84684 5.73050 1.01102
C 3.59426 -1.48542 -4.26853
H 5.15233 2.45498 3.80517
C 2.44333 -1.05434 -3.28098
H 4.79546 2.75511 -0.12928
H 6.97110 2.97766 -2.39765
I -2.19122 -1.39208 -3.11776
O -6.33831 -1.17487 -1.62806
Cl 1.98402 1.05442 0.24817
H 3.77440 -5.81280 2.08471
C 0.66435 -4.86575 -3.88159
H -7.50819 1.57539 -0.73627
H 7.24538 1.73344 0.38527
C 1.68973 0.08330 -1.24823
C 2.21805 -5.20450 4.33301
C -7.69076 0.78746 -2.73812
S -8.93222 4.41187 0.21695
H 4.92035 -0.62693 -2.16580
H 4.19941 -0.20975 -0.57102
C 0.69302 -2.27362 -4.95297
H 6.01050 0.46191 5.74180
C 2.94382 -3.82210 2.17347
H 3.83353 -3.39339 1.71286
H 4.72545 -0.61977 6.29403
C 6.38802 3.37967 -1.51168
H 5.21890 1.48766 -2.94482
H 2.05217 -3.28837 1.83834
C -5.97955 2.37245 -2.03947
C -5.11900 1.10874 -2.12222
H -8.55010 0.18024 -2.45694
O -9.70575 3.89381 -0.88773
H -0.38724 -2.57010 -5.04263
O 4.42437 -3.76715 4.34389
H -9.88103 2.60534 1.40264
H -4.72915 0.82537 -1.14335
C 4.53953 1.53838 -2.02659
N 2.74499 -0.32881 -2.10037
H -5.93707 2.90976 -2.99151
C 6.45868 1.17526 -0.22018
H -10.70412 5.99699 0.39355
O 2.20395 -2.55683 4.36420
H 6.20735 -1.47289 4.25592
H -8.12464 2.74683 -1.90571
C 4.04782 1.03793 5.04323
C 4.48338 1.60146 3.68828
C -9.24799 4.14021 2.80158
H 3.65111 2.17492 -2.32200
H -8.31298 4.63408 3.08298
H 2.03669 -4.17776 -5.76538
H -8.10860 2.67336 1.63149
H 2.92645 -5.83985 4.86582
H 1.25926 -5.83074 -3.82291
O -5.84012 -0.57513 -4.03466
H 3.62728 1.88223 3.07457
C 1.81204 -5.81851 2.99050
H 0.13612 -4.38550 -3.01341
C -9.02503 3.25985 1.57797
H 1.79333 -6.90818 3.04596
H 4.43600 -1.52757 4.02429
H 3.96629 1.82918 5.79055
H 0.80427 -5.48648 2.72335
C -7.41908 1.93037 -1.76829
O 6.76798 0.70819 2.73012
H 7.02235 0.70272 -1.08495
C 4.53961 -2.44568 -3.98132
H 7.13142 3.62210 -0.68079
C 0.25026 -0.23377 -1.52880
H 4.61734 -2.90039 -2.95109
H 2.46824 -5.53910 0.92470
H 5.30754 -2.77115 -4.73691
C 5.07358 -0.02265 5.45014
H 5.82520 4.33166 -1.73276
H -9.18120 6.58844 1.11259
C 4.13631 0.03892 -1.68272
H 3.06198 0.57282 4.94899
H 3.62349 -0.99483 -5.28864
C 2.80762 -5.32166 1.93881
S 5.39415 0.29211 2.87413
O 4.61447 -0.20746 1.75560
```

Output
LUMO level (eV): -3.827
Total charge: +1
HOMO-LUMO gap (eV): 8.067
Largest force on an atom (eV/A): 5.83

---

Q: The lowest largest force on an atom belongs to which entry?
A: C31H51N11Ti